{"formula": "C5H6BrN3S", "method": "ωB97M-V/def2-TZVPD", "total_energy_ha": -3330.41427, "e_lumo_ha": 0.0016, "relative_energy_kj_mol": 179.1, "charge": 0, "species": ["H", "H", "C", "N", "H", "C", "Br", "N", "C", "H", "C", "H", "C", "H", "S", "N"], "xyz": [[-0.91503, -1.40652, -0.93881], [3.55712, -0.61050, -0.91264], [2.63366, -0.01426, -0.98302], [0.78847, 0.34184, -2.15274], [-2.26943, -1.13486, 1.93557], [-0.94894, 0.18265, 0.76388], [-0.20124, 1.45627, 2.92803], [1.86527, -0.33171, -1.97757], [-1.50340, -0.89637, -0.09312], [-0.29127, 1.95319, -1.00454], [-1.32455, -1.06069, 1.35258], [-0.62326, -1.71972, 1.80101], [0.68149, 1.27831, -1.33067], [-2.65313, -0.78401, -0.30282], [1.99420, 1.39374, -0.17798], [-0.78995, 1.35263, 1.09286]], "atomic_forces_ev_per_a": [[-0.79, 0.91, 1.63], [-0.45, 0.86, 0.63], [-0.19, 0.44, -0.68], [-2.50, 0.33, -1.63], [0.73, 0.57, -0.34], [-1.94, -1.76, 0.38], [-0.35, 0.24, -0.19], [3.17, -3.37, -0.51], [-2.04, 0.12, -3.22], [2.73, -1.78, -1.64], [-0.64, -2.01, 2.25], [0.93, -0.51, -0.04], [-2.57, 4.43, 3.72], [2.46, 0.01, -0.22], [0.36, -0.74, -0.50], [1.06, 2.24, 0.34]], "lowdin_charge": [0.132, 0.085, -0.446, -0.085, 0.134, -0.559, 0.593, -0.114, -0.069, 0.132, -0.171, 0.101, -0.508, 0.149, 0.950, -0.323]}

---

{"formula": "C36H32Cl2InNO11PS", "method": "ωB97M-V/def2-TZVPD", "total_energy_ha": -4123.30385, "e_lumo_ha": 0.0525, "relative_energy_kj_mol": 111.1, "charge": -1, "species": ["H", "C", "C", "C", "H", "H", "O", "C", "H", "H", "O", "H", "H", "C", "O", "H", "H", "H", "C", "P", "C", "C", "H", "C", "C", "C", "C", "H", "H", "C", "C", "O", "C", "C", "C", "H", "Cl", "Cl", "C", "C", "H", "H", "C", "H", "C", "H", "C", "O", "H", "H", "In", "H", "N", "H", "H", "C", "C", "O", "H", "C", "C", "H", "S", "O", "H", "H", "H", "H", "H", "O", "C", "O", "H", "C", "C", "C", "C", "C", "H", "C", "O", "C", "O", "C", "C"], "xyz": [[-4.99216, 2.49921, 0.33329], [-1.06247, 2.29545, 1.37225], [1.02275, 3.82629, 2.36404], [-0.28528, 4.27455, 2.47744], [-1.56617, 1.87583, -3.89427], [-2.03903, -3.80829, -2.77497], [1.51496, 1.90729, -1.43622], [0.54732, 1.67237, -2.15802], [3.61062, -1.55573, -2.95956], [-0.48994, 5.23561, 2.93247], [-1.01110, -2.82985, 2.88342], [5.78531, -2.41662, -3.77874], [-4.44025, 1.14264, 5.04185], [-2.65661, -3.98918, -0.71949], [-0.76279, -0.52610, 2.73444], [-2.85019, 4.93867, -2.62150], [2.50233, 3.01870, -3.35831], [-1.48837, -0.47978, -3.51575], [-0.11751, -2.10360, -3.32485], [-2.29629, 1.17131, 0.65273], [-5.87316, 2.45244, 2.28196], [6.56437, -1.94017, -0.51368], [-3.42654, -4.70784, -0.99878], [4.28741, -1.31017, -0.95337], [2.96502, -0.77933, -0.46922], [-3.87068, 3.13934, -3.19131], [-4.55926, 1.43790, 4.00996], [7.39338, -2.06236, 0.16458], [0.37581, 4.20734, -6.89863], [-2.56585, 3.38639, -1.18569], [-4.86762, 2.20237, 1.36486], [-1.60788, -1.70749, 0.94659], [-0.69683, 3.03942, -5.47065], [0.48128, 2.38403, -3.49604], [-2.84757, 2.07307, -0.84149], [2.47351, 4.18376, -5.56655], [-0.68630, -1.75596, 2.02582], [8.21924, -2.91097, -2.41434], [1.29376, 2.59998, 1.76988], [-5.72685, 2.06445, 3.60158], [0.81629, -1.54823, -3.28573], [-3.03157, -3.34350, 0.06661], [-1.33457, 3.50932, 1.99848], [-4.71521, 1.20757, -3.54255], [-1.15200, -1.32473, -4.11163], [-6.52052, 2.25168, 4.30957], [-3.69621, 1.57303, 1.76818], [-2.80940, 2.32534, -5.92502], [2.30419, 2.22497, 1.68161], [-1.80251, -4.53107, -0.32011], [0.49618, 0.02143, 0.08282], [-3.76807, 0.24804, -1.42957], [-1.89201, 3.04411, -6.26428], [-2.91519, -2.37559, -2.14585], [0.07264, -3.09801, -3.72338], [1.61240, 3.03953, -3.97105], [5.65926, -2.14599, -2.74266], [1.98388, -0.98017, -1.22934], [-4.27253, 3.54561, -4.10726], [1.58908, 3.68720, -5.19645], [6.70672, -2.28348, -1.84757], [-6.77508, 2.95370, 1.95949], [-0.57195, -2.33161, -1.53098], [-0.39704, 0.88495, -1.90520], [-0.71779, -0.93713, -5.03341], [-2.63985, 0.68664, 3.39446], [-2.35817, 3.85297, 2.10117], [-1.93112, 3.99356, -0.55526], [-2.00944, -1.93629, -4.38266], [0.63484, -1.93053, 1.51911], [-2.21059, -3.16821, -1.90978], [2.91895, -0.16144, 0.59754], [1.82908, 4.43961, 2.74651], [-3.55146, 1.18716, 3.09902], [-3.07649, 3.91331, -2.36163], [0.43099, 3.69866, -5.94885], [-3.61252, 1.28670, -1.70058], [-0.68018, 2.37459, -4.25172], [5.21341, -1.17028, 0.96407], [5.35121, -1.44595, -0.07051], [0.27318, -3.44220, -1.10020], [4.44799, -1.66256, -2.28749], [-1.92635, 3.77286, -7.23951], [0.24331, 1.85910, 1.28519], [-4.13008, 1.81527, -2.86710]], "atomic_forces_ev_per_a": [[-0.03, 0.05, -0.04], [-0.17, 0.21, 0.19], [0.19, -0.08, 0.04], [-0.15, 0.19, 0.04], [-0.03, -0.09, 0.06], [0.18, 0.16, -0.10], [0.42, -0.21, 0.41], [0.37, 0.94, -1.05], [-0.07, -0.01, -0.05], [0.01, 0.01, 0.07], [0.04, -0.89, 0.54], [0.08, -0.05, -0.09], [0.03, -0.06, 0.10], [0.08, 0.09, 0.16], [0.20, 0.99, 0.59], [0.00, 0.06, -0.07], [0.03, 0.02, 0.04], [-0.10, 0.16, -0.07], [-0.20, 0.47, 0.61], [-0.24, 1.10, -0.05], [-0.18, 0.04, 0.03], [0.07, -0.04, -0.05], [-0.04, 0.01, -0.09], [-0.06, 0.02, 0.04], [1.72, -0.18, -0.24], [-0.11, 0.06, -0.03], [-0.02, -0.02, 0.10], [0.10, -0.02, 0.06], [0.03, 0.01, -0.04], [0.04, -0.10, 0.06], [0.15, -0.05, -0.08], [-0.59, -0.17, -1.24], [1.18, -0.01, 0.74], [0.06, 0.04, 0.00], [-0.02, -0.28, 0.07], [0.06, 0.05, -0.03], [-2.02, -1.04, 2.51], [0.26, -0.08, -0.06], [0.26, 0.39, 0.19], [-0.05, 0.08, 0.04], [0.12, -0.06, 0.10], [-0.10, -0.05, 0.11], [-0.07, 0.04, -0.06], [-0.05, -0.08, -0.02], [-0.06, -0.01, -0.02], [-0.07, 0.03, 0.09], [-0.07, -0.29, -0.12], [-0.14, -0.18, 0.00], [0.08, 0.05, -0.02], [0.05, -0.14, 0.06], [0.98, 1.22, -0.50], [-0.12, -0.06, -0.11], [-0.62, 0.03, -0.41], [-0.15, 0.04, -0.19], [-0.01, -0.16, 0.18], [-0.10, -0.10, 0.07], [0.06, 0.01, -0.01], [-1.48, 0.14, 0.03], [0.00, 0.08, -0.07], [-0.01, -0.02, 0.05], [-0.23, 0.06, 0.03], [-0.09, 0.02, -0.01], [-0.76, -0.51, -2.40], [-0.35, -1.11, 0.78], [0.01, 0.05, -0.03], [0.03, -0.03, 0.13], [0.01, 0.04, 0.01], [0.01, 0.02, 0.09], [-0.09, -0.04, 0.00], [1.94, 0.45, -1.40], [0.34, 0.59, 0.48], [-0.59, 0.17, 0.50], [0.06, -0.01, 0.02], [0.00, -0.04, -0.05], [-0.07, 0.13, -0.04], [-0.28, 0.02, -0.15], [0.07, 0.07, 0.01], [-0.12, 0.04, -0.21], [-0.04, 0.05, 0.06], [-0.13, 0.03, -0.10], [0.78, -0.93, 0.75], [-0.07, 0.01, 0.18], [-0.04, 0.13, -0.19], [-0.06, -1.51, -0.85], [-0.07, 0.04, -0.08]], "lowdin_charge": [0.096, -0.407, -0.083, -0.094, 0.105, 0.088, 0.027, -0.620, 0.117, 0.095, -0.281, 0.101, 0.100, -0.144, -0.341, 0.104, 0.122, 0.047, -0.344, 1.128, -0.097, -0.103, 0.072, -0.105, -0.611, -0.115, -0.084, 0.100, 0.113, -0.067, -0.083, -0.446, -0.143, -0.081, -0.383, 0.104, 0.597, 0.645, -0.091, -0.105, 0.064, 0.058, -0.093, 0.106, -0.140, 0.093, -0.338, 0.069, 0.101, 0.071, 0.958, 0.103, -0.353, 0.077, 0.090, 0.007, -0.103, -0.057, 0.097, -0.058, -0.679, 0.096, 0.881, -0.075, 0.078, 0.093, 0.109, 0.105, 0.065, -0.320, -0.335, 0.029, 0.096, -0.085, -0.083, -0.003, -0.118, 0.067, 0.122, -0.003, -0.482, -0.002, 0.062, -0.216, -0.087]}

---

{"formula": "C10H13Cl2N3O2SY", "method": "ωB97M-V/def2-TZVPD", "total_energy_ha": -2060.31140, "e_lumo_ha": -0.1222, "relative_energy_kj_mol": 23.9, "charge": 1, "species": ["C", "C", "H", "O", "C", "H", "O", "N", "S", "C", "N", "N", "H", "H", "H", "C", "H", "C", "H", "H", "C", "C", "Y", "Cl", "H", "H", "H", "C", "H", "Cl", "C", "H"], "xyz": [[2.39043, 1.54295, -1.88284], [0.42393, 3.35243, -2.44994], [-1.20387, -1.09671, 4.21683], [-0.94943, -1.80637, 0.61089], [-0.90730, -2.68542, -3.57781], [-1.62817, -2.17275, 2.85405], [1.75561, 2.22923, 2.65960], [-0.04577, -0.96910, 1.18910], [-1.54106, 1.68607, -1.57087], [-0.00973, -0.85563, 2.47081], [0.92802, 1.23184, 2.20078], [1.11267, 1.19988, -1.65017], [3.13316, 0.79563, -1.63559], [3.78174, 3.00564, -2.57587], [1.97980, 4.65615, -3.10442], [0.88166, 0.20692, 2.97080], [1.64375, 2.95495, 2.03482], [0.13224, 2.09116, -1.91701], [-0.18609, -2.47912, 3.83091], [-0.96115, -3.76853, -3.51411], [1.73612, 3.68694, -2.69381], [2.74401, 2.76890, -2.40166], [-0.34406, -0.51052, -0.89021], [-2.19442, -1.97586, -2.59195], [2.47492, 0.69689, 4.27628], [1.83355, -0.95021, 4.49109], [-0.99628, -2.31543, -4.59616], [-0.81494, -1.69916, 3.39700], [-0.38313, 4.03850, -2.65568], [0.69881, -2.19229, -2.96525], [1.57486, 0.08480, 4.28132], [0.93364, 0.44434, 5.08707]], "atomic_forces_ev_per_a": [[0.07, 0.22, -0.11], [0.21, -0.06, 0.00], [0.00, 0.01, 0.00], [-0.47, -0.74, 0.17], [-0.01, -0.14, -0.18], [0.01, 0.00, 0.04], [0.15, -0.09, 0.30], [0.09, -0.11, 1.93], [-0.20, -0.22, 0.08], [0.10, -0.12, -0.71], [-0.11, -0.12, -0.08], [-0.04, 0.18, 0.00], [0.05, 0.03, -0.02], [0.06, -0.02, 0.00], [0.04, 0.05, -0.02], [0.07, 0.74, -0.25], [-0.11, -0.13, -0.05], [-0.01, 0.31, -0.07], [0.01, -0.03, 0.01], [-0.03, 0.12, 0.00], [-0.10, -0.10, 0.05], [0.10, -0.24, 0.08], [-0.05, 0.71, -1.32], [-0.09, -0.10, -0.05], [-0.03, -0.08, 0.06], [0.03, -0.04, 0.03], [0.00, -0.06, 0.14], [0.05, 0.02, -0.07], [-0.05, -0.01, 0.01], [0.13, -0.04, -0.09], [0.17, 0.03, 0.08], [-0.03, 0.02, 0.04]], "lowdin_charge": [-0.125, -0.090, 0.099, -0.340, -0.873, 0.081, -0.022, -0.186, 0.552, -0.256, 0.042, -0.117, 0.116, 0.111, 0.120, -0.291, 0.104, -0.769, 0.103, 0.053, -0.037, -0.052, 1.137, 0.611, 0.084, 0.089, 0.053, 0.010, 0.109, 0.587, -0.006, 0.102]}

---

{"formula": "CH4O2S2", "method": "ωB97M-V/def2-TZVPD", "total_energy_ha": -987.32555, "e_lumo_ha": 0.0075, "relative_energy_kj_mol": 62.7, "smiles": "O=CO.SS", "charge": 0, "species": ["S", "H", "H", "O", "C", "O", "H", "S", "H"], "xyz": [[-2.30469, 0.19913, -2.21808], [-2.83584, -0.82803, -1.54292], [2.64455, -0.46396, 1.43219], [1.71026, -0.43995, -0.36248], [1.72740, -0.51601, 0.81669], [0.61045, -0.76242, 1.57965], [0.36897, 0.01640, 2.10243], [-1.44306, 1.09769, -0.55538], [-0.47806, 1.69715, -1.25209]], "atomic_forces_ev_per_a": [[-0.21, 0.01, -0.23], [0.18, -0.06, 0.05], [-0.06, 0.11, -0.15], [0.05, -0.14, -0.37], [-0.03, 0.01, 0.76], [-0.07, 0.17, -0.28], [0.19, -0.23, 0.06], [-0.26, 0.24, 0.25], [0.22, -0.10, -0.10]], "lowdin_charge": [0.233, -0.208, 0.137, 0.091, -0.386, 0.006, 0.101, 0.226, -0.201]}

---

| no. | HOMO-LUMO gap (eV) |
| --- | --- |
| 1 | 9.7 |
| 2 | 7.4 |
| 3 | 8.0 |
| 4 | 8.6 |